{"formula": "C38H53CsN5O4P3S4", "method": "ωB97M-V with the def2-TZVPD basis set", "species": ["Cs", "C", "O", "C", "C", "C", "C", "C", "C", "N", "N", "C", "C", "O", "C", "C", "C", "C", "C", "C", "C", "C", "H", "H", "H", "H", "H", "H", "H", "H", "H", "H", "H", "H", "H", "O", "C", "S", "C", "C", "S", "S", "S", "C", "P", "C", "C", "C", "P", "C", "C", "H", "H", "H", "H", "H", "H", "H", "H", "H", "H", "H", "H", "H", "H", "H", "H", "O", "P", "N", "C", "C", "C", "C", "N", "C", "C", "C", "C", "N", "C", "C", "C", "C", "H", "H", "H", "H", "H", "H", "H", "H", "H", "H", "H", "H", "H", "H", "H", "H", "H", "H", "H", "H", "H", "H", "H", "H"], "xyz": [[0.70, 0.92, -0.49], [-1.33, -2.70, -0.13], [-2.17, -1.64, -0.56], [-3.39, -1.95, -1.06], [-3.97, -3.21, -0.94], [-5.24, -3.45, -1.45], [-5.93, -2.44, -2.09], [-5.36, -1.18, -2.22], [-4.09, -0.92, -1.71], [-3.41, 0.32, -1.82], [-4.11, 1.25, -2.27], [-3.53, 2.49, -2.41], [-2.22, 2.82, -1.91], [-1.46, 2.03, -1.32], [-1.80, 4.21, -2.09], [-2.57, 5.14, -2.69], [-3.88, 4.82, -3.19], [-4.69, 5.79, -3.79], [-5.95, 5.50, -4.25], [-6.43, 4.19, -4.10], [-5.66, 3.22, -3.51], [-4.36, 3.49, -3.03], [-1.22, -3.44, -0.93], [-1.74, -3.18, 0.76], [-0.37, -2.27, 0.11], [-3.43, -4.01, -0.44], [-5.67, -4.44, -1.35], [-6.92, -2.63, -2.50], [-5.88, -0.38, -2.72], [-0.82, 4.46, -1.71], [-2.22, 6.15, -2.81], [-4.29, 6.80, -3.90], [-6.56, 6.26, -4.72], [-7.43, 3.94, -4.45], [-6.04, 2.21, -3.40], [8.35, 0.90, 1.66], [7.25, 0.97, 1.13], [6.11, 2.29, 1.34], [4.78, 1.68, 0.35], [4.98, 0.47, -0.24], [3.93, -0.48, -1.24], [6.58, -0.25, 0.06], [3.40, 2.74, 0.23], [-2.86, -1.16, 2.87], [-1.57, 0.09, 2.49], [-2.67, 1.50, 2.07], [-1.07, 0.52, 4.23], [-0.25, 1.82, 4.32], [0.84, 2.10, 2.84], [1.75, 3.58, 3.42], [2.11, 0.81, 3.11], [-3.39, -1.40, 1.95], [-3.58, -0.80, 3.61], [-2.40, -2.08, 3.24], [-3.44, 1.66, 2.84], [-3.15, 1.27, 1.12], [-2.08, 2.40, 1.93], [-0.46, -0.32, 4.58], [-1.95, 0.57, 4.88], [0.35, 1.83, 5.24], [-0.93, 2.68, 4.37], [2.14, 3.45, 4.44], [1.10, 4.46, 3.40], [2.58, 3.74, 2.73], [2.48, 0.82, 4.14], [2.93, 1.01, 2.41], [1.69, -0.17, 2.87], [1.48, -2.45, 1.38], [2.31, -3.44, 2.10], [2.98, -4.52, 1.02], [3.00, -4.24, -0.42], [4.46, -4.37, -0.80], [4.95, -5.52, 0.09], [4.09, -5.41, 1.37], [3.58, -2.95, 3.05], [3.37, -2.37, 4.38], [4.76, -1.86, 4.74], [5.32, -1.33, 3.41], [4.62, -2.16, 2.32], [1.38, -4.27, 3.22], [0.03, -4.64, 2.74], [-0.23, -6.03, 3.33], [1.17, -6.61, 3.50], [1.95, -5.39, 3.98], [2.61, -3.24, -0.62], [2.38, -4.98, -0.95], [4.97, -3.43, -0.58], [4.60, -4.58, -1.86], [6.02, -5.44, 0.32], [4.79, -6.48, -0.39], [4.66, -4.99, 2.21], [3.73, -6.40, 1.67], [3.00, -3.13, 5.07], [2.65, -1.55, 4.36], [5.37, -2.69, 5.10], [4.73, -1.10, 5.52], [6.40, -1.42, 3.35], [5.08, -0.27, 3.28], [5.31, -2.84, 1.82], [4.17, -1.52, 1.56], [0.01, -4.68, 1.64], [-0.71, -3.91, 3.05], [-0.87, -6.64, 2.68], [-0.72, -5.95, 4.30], [1.57, -6.94, 2.54], [1.22, -7.45, 4.20], [3.02, -5.45, 3.83], [1.77, -5.23, 5.06]], "lowdin_charge": [0.785, -0.088, -0.109, -0.236, -0.036, -0.117, -0.122, -0.037, -0.175, 0.074, 0.065, -0.151, -0.388, -0.364, -0.001, -0.048, -0.190, -0.070, -0.130, -0.119, -0.043, -0.115, 0.103, 0.074, 0.051, 0.095, 0.089, 0.087, 0.091, 0.113, 0.103, 0.099, 0.082, 0.086, 0.086, -0.148, -1.098, 0.874, -1.230, -1.241, 0.289, 0.870, 0.261, -0.296, 0.823, -0.289, -0.447, -0.450, 0.761, -0.312, -0.308, 0.025, 0.032, 0.015, 0.038, 0.029, 0.021, 0.065, 0.066, 0.067, 0.067, 0.032, 0.027, -0.019, 0.045, 0.006, 0.012, -0.283, 0.541, -0.165, -0.190, -0.179, -0.170, -0.211, -0.193, -0.201, -0.167, -0.151, -0.178, -0.180, -0.195, -0.174, -0.182, -0.222, 0.079, 0.111, 0.079, 0.109, 0.101, 0.097, 0.093, 0.092, 0.096, 0.093, 0.104, 0.105, 0.108, 0.100, 0.099, 0.080, 0.102, 0.099, 0.104, 0.106, 0.101, 0.103, 0.096, 0.108], "multiplicity": 1, "homo_lumo_gap_ev": 4.09, "charge": -2}